DFT (ωB97M-V with the def2-TZVPD basis set) results for a 10-piece molecular cluster, C41H55F4O6 overall in a non-equilibrium geometry.

As for the HOMO energy: -4.086 eV. Its net charge is -1. The value obtained for the strongest force on any atom is 2.201 eV/A. As for the multiplicity: 1.

Each line ends with the Löwdin charge.
Positions of all 106 atoms, in Å:
C (-0.00126, 0.31678, -0.80547)  -0.078
C (0.41829, -0.63920, 0.33607)  -0.491
O (0.40176, -0.09187, 1.55463)  -0.309
H (-1.08036, 0.48055, -0.90625)  0.056
H (0.39123, 0.03311, -1.79541)  0.054
H (0.43619, 1.30799, -0.63933)  0.046
H (1.46429, -0.96855, 0.03014)  0.077
H (-0.23988, -1.55046, 0.28535)  0.089
F (-0.46188, -1.83716, -5.98122)  0.038
C (-1.07831, -0.76036, -5.41028)  -0.258
C (-1.59920, -0.89049, -4.13442)  -0.004
C (-2.19423, 0.22421, -3.55713)  -0.145
C (-2.40182, 1.37638, -4.29555)  -0.072
C (-1.86597, 1.48396, -5.57241)  -0.076
C (-1.19569, 0.39770, -6.14655)  -0.018
H (-1.58319, -1.85432, -3.64266)  0.126
H (-2.48205, 0.27054, -2.51634)  0.075
H (-2.95471, 2.19777, -3.85793)  0.096
H (-1.97316, 2.37419, -6.18200)  0.102
H (-0.79720, 0.44906, -7.15065)  0.113
F (3.66636, -2.53084, 1.95594)  0.043
C (3.18821, -1.95350, 3.07705)  -0.280
C (2.03919, -1.18720, 3.05649)  -0.044
C (1.62325, -0.57582, 4.22195)  -0.082
C (2.33003, -0.74537, 5.41449)  -0.104
C (3.49868, -1.49625, 5.39794)  -0.116
C (3.91947, -2.11204, 4.23460)  -0.043
H (1.38917, -1.01972, 2.18536)  0.030
H (0.67083, -0.05745, 4.24482)  0.111
H (1.87482, -0.32797, 6.30435)  0.092
H (4.01123, -1.65148, 6.34101)  0.092
H (4.84077, -2.68017, 4.26183)  0.106
F (-0.18345, 6.84380, -0.33935)  0.034
C (-0.01147, 5.95558, -1.36470)  -0.268
C (-0.76491, 6.12094, -2.50474)  -0.029
C (-0.53922, 5.27381, -3.57968)  -0.096
C (0.38227, 4.24660, -3.47857)  -0.091
C (1.07580, 4.05601, -2.29376)  -0.058
C (0.89327, 4.92434, -1.22351)  -0.005
H (-1.47998, 6.92439, -2.61317)  0.112
H (-1.13338, 5.41869, -4.47365)  0.099
H (0.54561, 3.55002, -4.29157)  0.100
H (1.73967, 3.21147, -2.18765)  0.088
H (1.43141, 4.68652, -0.31663)  0.105
F (2.55055, 1.01941, -1.62576)  0.030
C (3.27453, 1.53668, -0.62084)  -0.297
C (4.33915, 2.36396, -0.89858)  -0.027
C (5.04944, 2.89420, 0.17085)  -0.099
C (4.64081, 2.63834, 1.47793)  -0.100
C (3.51404, 1.86153, 1.70449)  -0.070
C (2.84242, 1.24194, 0.66146)  -0.006
H (4.58135, 2.61982, -1.92218)  0.114
H (5.90257, 3.54951, 0.04502)  0.095
H (5.18865, 3.08635, 2.29777)  0.094
H (3.09034, 1.70451, 2.69149)  0.105
H (1.94172, 0.66404, 0.87843)  0.065
C (3.53331, -2.03024, -1.17028)  -0.024
C (3.04981, -2.26238, -2.57907)  -0.497
O (3.66499, -1.83675, -3.53035)  0.054
C (1.73090, -2.96124, -2.74607)  -0.016
H (4.60170, -2.16831, -1.01425)  0.090
H (3.12382, -2.74531, -0.45162)  0.067
H (3.15018, -1.03950, -0.94777)  0.049
H (1.76522, -3.92599, -2.23735)  0.083
H (1.53357, -3.04673, -3.81405)  0.076
H (0.91321, -2.39038, -2.29483)  0.072
C (-3.29954, -4.13148, 0.32070)  -0.025
C (-4.45639, -3.74839, 1.23284)  -0.507
O (-4.51839, -2.65358, 1.70281)  0.094
C (-5.41267, -4.85652, 1.63486)  -0.032
H (-2.86387, -5.05264, 0.73068)  0.083
H (-2.55937, -3.34335, 0.44751)  0.062
H (-3.56997, -4.30945, -0.71670)  0.072
H (-4.96661, -5.50887, 2.38825)  0.081
H (-5.66057, -5.48522, 0.77462)  0.073
H (-6.31990, -4.41902, 2.04811)  0.076
C (0.40841, 3.53688, 1.95742)  -0.025
C (-0.47266, 3.13548, 3.12164)  -0.500
O (-1.62300, 2.85927, 2.96643)  0.087
C (0.16706, 3.22176, 4.50188)  -0.019
H (0.50252, 2.68413, 1.27646)  0.070
H (1.40427, 3.89909, 2.22220)  0.073
H (-0.08591, 4.33902, 1.40577)  0.071
H (0.93208, 2.43993, 4.53422)  0.067
H (-0.59681, 2.99493, 5.24228)  0.077
H (0.60524, 4.20943, 4.62001)  0.076
C (-0.04644, -3.70003, 1.97182)  -0.027
C (-0.84788, -3.25606, 3.15645)  -0.505
O (-1.79198, -2.53807, 3.10363)  0.108
C (-0.26049, -3.62049, 4.51266)  -0.021
H (0.99043, -3.37771, 1.99182)  0.070
H (-0.52922, -3.49001, 1.01901)  0.048
H (0.03021, -4.80197, 1.89895)  0.088
H (-0.73172, -3.05210, 5.30643)  0.079
H (0.82479, -3.51229, 4.50538)  0.069
H (-0.49148, -4.68456, 4.66520)  0.079
C (-4.97510, 1.02528, -1.98702)  -0.010
C (-4.41811, -0.25942, -1.40117)  -0.495
O (-4.20794, -0.36135, -0.22374)  0.107
C (-4.05442, -1.35181, -2.38975)  -0.033
H (-5.69606, 0.82697, -2.78532)  0.085
H (-4.16840, 1.64772, -2.37800)  0.055
H (-5.48258, 1.58231, -1.20193)  0.085
H (-3.52097, -0.89310, -3.22480)  0.022
H (-4.95549, -1.84060, -2.77561)  0.096
H (-3.47378, -2.12178, -1.89195)  0.077

***

DFT (ωB97M-V with the def2-TZVPD basis set) results for C23H37O11Pt as an isolated structure in a non-equilibrium geometry.

As for the HOMO energy (spin up / spin down): -9.700 / -9.656 eV. Its net charge is +1. The value obtained for the strongest force on any atom is 1.715 eV/A. As for the multiplicity: 3.

Each line ends with the Mulliken spin population.
Positions of all 72 atoms, in Å:
Pt (0.08854, 0.03454, -0.07261)  1.509
C (-2.03752, -2.39732, 2.76018)  0.003
C (-0.89375, -2.49084, 1.76090)  -0.001
C (-1.30917, -3.32050, 0.55557)  0.011
O (-0.30144, -1.30110, 1.43731)  0.123
H (-2.27329, -3.39390, 3.13617)  0.001
H (-2.87022, -1.84008, 2.31937)  0.000
H (-1.75240, -1.85262, 3.67007)  0.000
H (-0.13270, -3.15323, 2.23240)  0.000
H (-2.13648, -2.85966, -0.00530)  -0.001
H (-1.72571, -4.28470, 0.86145)  -0.001
H (-0.46685, -3.44261, -0.12466)  -0.002
O (0.90891, 1.73263, 1.25277)  0.015
C (0.85634, 2.21925, 2.35200)  0.040
O (0.34016, 3.42958, 2.57538)  0.002
C (0.30480, 3.71413, 4.00386)  0.001
C (1.41243, 2.86166, 4.59971)  0.001
C (1.35503, 1.64325, 3.63878)  -0.007
H (-0.68833, 3.42860, 4.34624)  0.000
H (0.47703, 4.78142, 4.09305)  0.000
H (1.16158, 2.45089, 5.57353)  0.000
H (2.40475, 3.29949, 4.55892)  0.000
H (0.61873, 0.93378, 4.03302)  0.001
H (2.26197, 1.05399, 3.53655)  0.000
O (0.17703, 1.62636, -1.59429)  0.062
C (-0.00256, 2.48035, -2.42314)  0.016
O (0.33095, 3.74614, -2.19164)  0.000
C (-0.21370, 4.63829, -3.18461)  0.000
C (-0.77987, 3.75975, -4.31320)  0.000
C (-0.77583, 2.34979, -3.70548)  0.000
H (0.58880, 5.28314, -3.53697)  0.000
H (-0.95716, 5.26055, -2.69119)  0.000
H (-0.19465, 3.80955, -5.22900)  0.000
H (-1.77264, 4.12005, -4.57376)  0.000
H (-0.41366, 1.57465, -4.37340)  0.000
H (-1.81165, 2.10915, -3.45426)  0.000
O (-2.02128, 0.91245, 0.41486)  0.029
C (-2.83058, 1.10397, 1.28602)  0.054
O (-4.00469, 0.46839, 1.28868)  0.002
C (-4.64857, 0.63583, 2.57706)  0.001
C (-4.12715, 1.98566, 3.05995)  0.001
C (-2.69663, 1.89956, 2.56064)  -0.004
H (-4.32143, -0.19873, 3.20485)  0.000
H (-5.72549, 0.54107, 2.48019)  0.000
H (-4.16546, 2.10383, 4.13834)  0.000
H (-4.71294, 2.71018, 2.49772)  0.000
H (-1.99317, 1.30655, 3.15861)  0.001
H (-2.21283, 2.86121, 2.39267)  0.000
O (-0.56084, -1.18116, -1.86793)  0.085
C (-0.38962, -2.09141, -2.63633)  -0.003
O (0.52019, -3.03840, -2.42361)  -0.001
C (0.76247, -3.80977, -3.62461)  0.000
C (-0.02123, -3.05144, -4.73623)  0.001
C (-1.11669, -2.35025, -3.94745)  0.003
H (0.43456, -4.83550, -3.48741)  0.000
H (1.82614, -3.72108, -3.82382)  0.000
H (-0.41018, -3.78609, -5.44205)  0.000
H (0.69986, -2.44710, -5.28078)  0.000
H (-1.98810, -2.97331, -3.76857)  0.000
H (-1.35679, -1.37028, -4.35368)  0.000
O (2.28738, -0.70666, -0.40178)  0.031
C (3.30233, -1.34668, -0.46768)  0.026
O (3.53332, -2.13333, -1.52736)  0.000
C (4.86281, -2.69724, -1.52001)  0.000
C (5.53430, -2.23802, -0.20291)  0.000
C (4.43656, -1.41508, 0.51518)  0.000
H (5.38039, -2.30830, -2.39428)  0.000
H (4.77913, -3.77841, -1.59070)  0.000
H (6.37495, -1.59036, -0.43355)  0.000
H (5.84123, -3.11047, 0.36304)  0.000
H (4.79974, -0.41689, 0.74372)  0.000
H (4.15081, -1.93717, 1.42546)  0.000

***

DFT (ωB97M-V with the def2-TZVPD basis set) results for C36H90F2N2O20SrY as an isolated structure in a non-equilibrium geometry.

As for the HOMO energy: -8.416 eV. Its net charge is +1. The value obtained for the strongest force on any atom is 4.362 eV/A. As for the multiplicity: 1.

Each line ends with the Löwdin charge.
Positions of all 152 atoms, in Å:
Sr (-2.02377, -3.39647, -0.29078)  1.616
Y (0.49874, 0.69598, -0.65736)  1.667
C (-3.90373, -3.31207, 4.45491)  -0.059
C (-3.06588, -2.05045, 4.33850)  -0.440
C (-2.67985, -1.45958, 5.74569)  -0.128
C (-1.56501, -2.34101, 6.50463)  -0.145
C (-0.25842, -2.26665, 5.61400)  -0.124
C (-0.57434, -2.90362, 4.19184)  -0.504
N (-1.77333, -2.35165, 3.59263)  -0.146
O (-1.75582, -2.28948, 2.11516)  -0.407
C (-0.65316, -4.44531, 4.34340)  -0.030
C (0.76046, -2.60439, 3.41676)  -0.034
C (-3.88445, -0.83288, 3.66185)  -0.022
H (-3.87258, -4.01364, 3.62130)  0.069
H (-4.97685, -3.17849, 4.59165)  0.076
H (-3.68142, -3.95537, 5.30628)  0.070
H (-3.58593, -1.51150, 6.34939)  0.112
H (-2.21243, -0.47622, 5.69451)  0.105
H (-1.99713, -3.32802, 6.66956)  0.092
H (-1.56140, -1.83126, 7.46808)  0.097
H (0.47048, -2.79293, 6.23030)  0.105
H (0.10582, -1.24078, 5.55892)  0.104
H (-0.48223, -4.98959, 3.41461)  0.066
H (-1.67300, -4.79124, 4.51182)  0.062
H (0.11812, -4.72592, 5.06068)  0.085
H (1.50752, -2.98894, 4.11112)  0.085
H (0.80239, -1.53772, 3.19641)  0.071
H (0.70375, -3.15385, 2.47709)  0.053
H (-4.72779, -0.49831, 4.26596)  0.078
H (-4.25937, -1.12122, 2.67981)  0.051
H (-3.24151, 0.04522, 3.60120)  0.057
C (-2.49763, 3.92089, 0.80979)  -0.035
C (-3.18926, 3.17272, -0.26733)  -0.481
C (-4.45397, 3.98668, -0.66244)  -0.141
C (-5.32008, 3.58574, -1.91378)  -0.144
C (-4.30877, 3.52920, -3.12326)  -0.148
C (-3.10457, 2.60697, -2.86389)  -0.475
N (-2.43825, 2.97833, -1.55971)  -0.109
O (-1.13030, 2.33025, -1.39214)  -0.348
C (-2.18816, 2.85991, -4.08744)  -0.031
C (-3.66683, 1.17906, -2.94375)  -0.037
C (-3.61966, 1.74614, 0.21280)  -0.024
H (-1.73128, 3.30309, 1.27790)  0.065
H (-3.17440, 4.30554, 1.57276)  0.099
H (-1.96499, 4.79658, 0.43894)  0.075
H (-4.06111, 5.00205, -0.71511)  0.110
H (-5.09144, 4.11714, 0.21204)  0.111
H (-6.15436, 4.26931, -2.07135)  0.109
H (-5.71768, 2.60248, -1.66240)  0.083
H (-4.07304, 4.58667, -3.24285)  0.119
H (-5.03752, 3.20900, -3.86789)  0.114
H (-1.68271, 3.82178, -4.17367)  0.084
H (-2.77829, 2.90589, -5.00270)  0.082
H (-1.40433, 2.10929, -4.18895)  0.055
H (-3.97309, 1.03503, -3.97988)  0.084
H (-4.43870, 0.79863, -2.27472)  0.062
H (-2.75739, 0.58597, -2.84755)  0.067
H (-4.64996, 1.51022, -0.05347)  0.073
H (-3.68184, 1.69613, 1.29987)  0.083
H (-2.88756, 0.97933, -0.04048)  0.045
F (-0.50899, -1.37297, -0.93140)  -0.602
F (2.38541, -0.33839, 0.08036)  -0.461
C (6.33045, 0.78205, -2.11116)  -0.195
C (5.93917, -0.06707, -0.84536)  -0.259
O (5.79195, -1.38018, -1.22952)  -0.053
O (6.83536, 1.99954, -1.57207)  -0.065
H (5.57267, 1.03379, -2.85311)  0.097
H (7.09780, 0.19346, -2.61400)  0.119
H (5.00526, 0.32762, -0.44518)  0.081
H (6.70598, 0.00979, -0.07452)  0.126
H (5.92596, -1.85105, -0.40373)  0.072
H (6.25206, 2.74884, -1.71319)  0.081
C (4.47470, -2.79783, 1.95433)  -0.173
C (3.76224, -3.53990, 0.79206)  -0.230
O (2.42275, -3.15362, 0.71154)  -0.087
O (4.52201, -1.43063, 1.58027)  -0.100
H (5.46516, -3.14878, 2.24404)  0.132
H (3.82903, -3.03844, 2.79889)  0.113
H (3.85221, -4.62065, 0.90160)  0.128
H (4.15532, -3.27900, -0.19055)  0.094
H (2.37112, -2.24205, 0.41493)  0.031
H (3.67562, -1.19924, 1.19083)  0.042
C (-4.93074, -1.73934, -0.56940)  -0.207
C (-5.24958, -3.16177, 0.04495)  -0.169
O (-4.48668, -4.18387, -0.65654)  -0.178
O (-3.58363, -1.28307, -0.47900)  -0.191
H (-5.57058, -0.95783, -0.15959)  0.128
H (-5.23176, -1.69070, -1.61589)  0.118
H (-6.32768, -3.29362, -0.04679)  0.134
H (-5.05820, -3.17648, 1.11792)  0.116
H (-5.04100, -4.28389, -1.43393)  0.103
H (-3.46587, -0.35423, -0.69110)  0.024
C (4.75377, 1.50679, 3.06762)  -0.238
C (6.17951, 1.06270, 3.10489)  -0.196
O (6.38193, -0.36402, 3.24659)  -0.099
O (4.24562, 1.70371, 1.75121)  -0.075
H (4.75127, 2.49398, 3.52975)  0.114
H (4.06973, 0.93332, 3.69317)  0.119
H (6.86347, 1.64836, 3.71913)  0.127
H (6.51535, 0.98865, 2.07056)  0.109
H (5.84254, -0.78903, 2.57575)  0.011
H (4.28501, 0.89859, 1.22984)  0.025
C (2.24073, -2.82066, -3.79648)  -0.205
C (2.96080, -3.62693, -2.76777)  -0.310
O (3.10209, -4.91761, -3.09903)  -0.022
O (3.08550, -2.33747, -4.89485)  -0.055
H (1.66498, -2.02597, -3.32205)  0.094
H (1.37084, -3.32499, -4.21723)  0.107
H (2.47027, -3.71285, -1.79819)  0.109
H (3.94403, -3.19835, -2.57364)  0.129
H (2.20393, -5.25652, -3.09151)  0.092
H (3.05285, -2.92164, -5.65596)  0.083
C (2.71157, 1.45743, -2.73826)  -0.154
C (1.60661, 1.01676, -3.69524)  -0.180
O (0.54972, 0.44488, -2.98042)  -0.215
O (2.09612, 2.22762, -1.67231)  -0.122
H (3.36804, 2.06120, -3.36484)  0.133
H (3.36190, 0.69191, -2.31499)  0.113
H (1.85173, 0.22334, -4.40128)  0.124
H (0.95931, 1.75511, -4.16847)  0.134
H (0.02945, -0.10674, -3.56919)  0.029
H (2.19634, 3.13912, -1.95640)  0.089
C (0.77438, 1.87493, 2.39693)  -0.172
C (-0.54660, 1.07478, 2.58492)  -0.186
O (-0.79027, 0.40714, 1.37412)  -0.150
O (1.05842, 2.23711, 1.05990)  -0.159
H (1.60696, 1.32352, 2.83379)  0.115
H (0.77572, 2.82765, 2.92647)  0.128
H (-1.36283, 1.73911, 2.86870)  0.111
H (-0.41818, 0.39510, 3.42732)  0.113
H (-1.27443, -0.38160, 1.62922)  0.053
H (1.87654, 2.73901, 1.04001)  0.056
C (2.27672, 5.73857, 0.23104)  -0.186
C (0.94370, 5.58734, -0.47788)  -0.227
O (0.98987, 4.90171, -1.72576)  -0.062
O (2.60464, 4.50457, 0.89272)  -0.071
H (2.27694, 6.65089, 0.82750)  0.128
H (3.03424, 5.88039, -0.53977)  0.127
H (0.75411, 6.62325, -0.75905)  0.117
H (0.08065, 5.33071, 0.13642)  0.106
H (0.16240, 5.10191, -2.16940)  0.091
H (2.29623, 4.59054, 1.79776)  0.089
C (-1.95852, -1.36125, -6.67461)  -0.209
C (-0.56253, -1.27035, -5.93033)  -0.213
O (-0.86938, -1.02882, -4.60616)  -0.071
O (-2.50300, -2.66070, -6.51090)  -0.043
H (-1.79784, -1.31390, -7.75166)  0.122
H (-2.55412, -0.49496, -6.38665)  0.120
H (0.11743, -0.54191, -6.37206)  0.131
H (-0.04325, -2.21370, -6.09932)  0.117
H (-1.28198, -1.83644, -4.29138)  0.101
H (-2.67926, -2.66844, -5.56724)  0.063

***

The lowest net charge belongs to which entry? C41H55F4O6